Entry 1:
{"formula": "CH3BrFOP", "method": "the ωB97M-V functional and the def2-TZVPD basis", "relative_energy_kcal_mol": 96.2, "molar_mass_g_mol": 160.91, "homo_ha": [-0.3893, -0.3848], "gap_ev": [7.96, 7.82], "elements": ["Br", "P", "F", "O", "C", "H", "H", "H"], "coordinates": [[-0.559, -0.001, -2.530], [-0.051, -0.692, -0.517], [2.678, -0.406, -0.401], [-0.467, -2.046, -0.243], [-0.366, 0.608, 0.734], [-0.351, 1.591, 0.273], [-1.323, 0.403, 1.218], [0.440, 0.542, 1.467]]}

=====

Entry 2:
{"formula": "C51H40NO14", "method": "the ωB97M-V functional and the def2-TZVPD basis", "charge": 1, "molar_mass_g_mol": 890.87, "homo_ha": -0.4035, "gap_ev": 7.02, "elements": ["O", "O", "O", "O", "O", "O", "O", "O", "O", "O", "O", "O", "O", "O", "N", "C", "C", "C", "C", "C", "C", "C", "C", "C", "C", "C", "C", "C", "C", "C", "C", "C", "C", "C", "C", "C", "C", "C", "C", "C", "C", "C", "C", "C", "C", "C", "C", "C", "C", "C", "C", "C", "C", "C", "C", "C", "C", "C", "C", "C", "C", "C", "C", "C", "C", "C", "H", "H", "H", "H", "H", "H", "H", "H", "H", "H", "H", "H", "H", "H", "H", "H", "H", "H", "H", "H", "H", "H", "H", "H", "H", "H", "H", "H", "H", "H", "H", "H", "H", "H", "H", "H", "H", "H", "H", "H"], "coordinates": [[4.429, 7.664, 7.392], [2.029, -4.676, 1.145], [4.008, -10.118, 1.391], [0.333, 10.109, -5.132], [-6.974, -0.362, -1.403], [-4.539, 1.066, -0.496], [0.438, 9.553, 0.133], [-0.690, -2.466, -1.413], [3.130, 5.679, 2.655], [-10.843, 3.140, -0.501], [0.123, -8.565, -1.905], [3.630, -10.222, -2.539], [6.186, -14.397, -4.554], [8.336, -7.941, -0.751], [-2.535, 4.715, 0.758], [-4.807, 4.393, 1.143], [4.216, -11.178, -3.002], [-0.895, 9.976, -3.130], [-9.961, 2.337, -0.707], [3.547, -12.494, -3.143], [-2.232, 0.557, -0.405], [-3.957, -1.084, -1.276], [-2.989, -1.970, -1.507], [2.483, 6.078, 4.888], [-1.267, -0.327, -0.636], [-3.903, 7.866, 2.252], [0.560, -7.676, -1.207], [-0.867, 9.838, -1.807], [-8.544, 2.658, -0.401], [2.809, 6.578, 6.077], [-10.249, 0.998, -1.275], [-0.212, 6.279, 2.174], [1.664, 9.688, -1.871], [5.628, -11.075, -3.445], [4.133, 7.211, 6.309], [-3.654, 0.251, -0.707], [-4.889, 5.677, 1.665], [1.594, -5.568, 0.446], [0.358, 9.982, -3.930], [0.046, 4.967, 2.533], [6.270, -12.125, -3.950], [0.361, -6.249, -1.562], [-2.545, 5.966, 1.234], [3.425, 6.132, 3.744], [0.841, -5.271, -0.797], [-3.615, 3.937, 0.712], [5.996, -8.187, -0.822], [4.746, 6.764, 3.976], [-9.275, 0.120, -1.502], [-7.569, 1.781, -0.627], [5.601, -13.443, -4.093], [4.189, -13.544, -3.648], [7.437, -9.327, 0.927], [7.345, -8.440, -0.261], [1.639, 9.827, -3.195], [-1.572, -1.664, -1.206], [5.001, -9.619, 0.902], [4.910, -8.734, -0.283], [-7.861, 0.441, -1.196], [-3.745, 6.457, 1.699], [1.315, -7.971, 0.037], [6.350, -9.873, 1.466], [5.075, 7.265, 5.164], [-1.274, 6.763, 1.205], [1.794, -6.993, 0.802], [0.414, 9.682, -1.075], [-3.546, 2.930, 0.291], [-11.287, 0.781, -1.492], [-0.192, -6.053, -2.472], [-0.226, -0.120, -0.422], [-8.356, 3.641, 0.014], [-5.706, 3.790, 1.099], [1.452, -9.017, 0.284], [0.436, 7.060, 2.589], [-3.246, 8.544, 1.707], [6.099, -10.106, -3.335], [5.419, 6.793, 3.129], [3.920, -8.562, -0.679], [2.587, 9.575, -1.318], [6.034, 7.730, 5.352], [3.718, -14.512, -3.759], [2.136, 6.548, 6.924], [-2.023, 1.534, 0.012], [-1.819, 10.091, -3.682], [-4.995, -1.293, -1.489], [-3.705, 7.922, 3.324], [-0.529, 4.383, 3.258], [0.705, -4.226, -1.042], [-1.484, 7.806, 1.443], [7.300, -12.071, -4.279], [-1.676, 4.318, 0.393], [-5.836, 6.063, 2.023], [-0.862, 6.763, 0.187], [6.395, -10.522, 2.332], [-3.191, -2.949, -1.922], [1.524, 5.612, 4.700], [2.540, 9.833, -3.794], [-6.534, 1.995, -0.412], [2.347, -7.190, 1.713], [8.429, -9.501, 1.322], [5.949, -7.539, -1.688], [-4.922, 8.200, 2.046], [0.937, 4.493, 2.120], [2.517, -12.546, -2.814], [-1.768, 9.832, -1.207], [-9.466, -0.862, -1.917]]}